[1]
{
  "formula": "C23H44F6N2O6P",
  "method": "ωB97M-V/def2-TZVPD",
  "e_homo_ha": -0.4101,
  "charge": 1,
  "elements": ["P", "F", "F", "F", "F", "F", "F", "O", "O", "O", "O", "O", "O", "N", "N", "C", "C", "C", "C", "C", "C", "C", "C", "C", "C", "C", "C", "C", "C", "C", "C", "C", "C", "C", "C", "C", "C", "C", "H", "H", "H", "H", "H", "H", "H", "H", "H", "H", "H", "H", "H", "H", "H", "H", "H", "H", "H", "H", "H", "H", "H", "H", "H", "H", "H", "H", "H", "H", "H", "H", "H", "H", "H", "H", "H", "H", "H", "H", "H", "H", "H", "H"],
  "positions_angstrom": [[-0.4187, 2.3021, -0.6857], [2.0908, -2.9013, -3.0214], [2.5823, -1.1566, -1.3386], [0.6235, -0.3826, 0.6534], [-0.8895, -1.1323, -0.6455], [0.4375, -3.7034, -1.9425], [1.5487, -2.5277, -0.0932], [-1.1258, -2.0518, -3.3257], [5.1461, 0.6239, 2.6665], [2.8599, 4.0546, -1.5507], [-4.8222, -2.9285, 1.2192], [1.0399, 0.9064, -2.3305], [0.5069, -1.1147, -4.3690], [5.3839, -1.6442, 0.8883], [-2.6600, -4.1505, -0.2526], [-0.4674, 3.9693, -3.7090], [0.9529, -2.5773, -2.3518], [-1.3584, 2.7581, -3.3535], [2.2407, 3.3404, -0.8698], [-1.7954, 2.6619, -1.8643], [-3.5051, -2.9253, 1.7368], [5.9054, -0.3315, 0.4932], [-4.8320, 1.4522, 1.4608], [6.3396, 0.9204, 3.3762], [-2.5961, -4.0462, 1.2092], [-3.4087, 1.5357, 2.0782], [5.2231, 0.8100, 1.2670], [-1.1656, 2.0735, 0.9715], [0.7753, 3.7106, -0.5255], [-2.8883, -5.4135, 1.8192], [0.0186, -1.8818, -3.3811], [0.3417, -0.6408, -0.6468], [7.4250, -0.3447, 0.6256], [-5.7031, -3.8598, 1.8291], [-2.6598, 3.8734, -1.3856], [-2.3369, 1.0590, 1.0238], [1.3881, -1.6890, -1.1226], [0.4382, 0.7451, -1.3542], [-0.4085, 1.8258, 1.7308], [6.0636, 1.1884, 4.3959], [-2.4585, 1.7820, -1.8043], [-2.8823, 0.9362, 0.0794], [-2.2929, 2.8494, -3.9309], [-4.9784, 2.2956, 0.7693], [7.8390, 0.6614, 0.5270], [-5.4974, -3.9764, 2.8965], [-0.2430, 3.8851, -4.7839], [-2.8061, 4.6234, -2.1684], [-5.6470, -4.8265, 1.3263], [-3.3711, 0.8151, 2.9077], [-3.6433, -4.2102, -0.5101], [-6.7196, -3.4856, 1.7095], [5.6819, 1.7807, 1.0343], [6.9823, 0.0405, 3.4297], [-1.0133, 4.9185, -3.6146], [1.4589, -0.9592, -4.2287], [-1.5683, -3.7843, 1.4843], [-2.0502, -6.0891, 1.6456], [-2.2649, 4.3396, -0.4700], [0.4851, 4.5769, -1.1297], [4.1810, 0.8661, 0.9272], [-3.0733, -1.9699, 1.4165], [5.4352, -1.7013, 1.9036], [0.5020, 3.9859, -3.1975], [-5.5641, 1.4803, 2.2749], [-0.8905, 1.8334, -3.7217], [0.7688, 4.0178, 0.5355], [7.8646, -0.9635, -0.1569], [4.3861, -1.6723, 0.6945], [6.8819, 1.7582, 2.9298], [5.6756, -0.1809, -0.5673], [-4.9071, 0.5143, 0.8923], [2.7257, 2.4297, -0.4475], [-2.3561, -3.2709, -0.6621], [-1.9511, 0.0860, 1.3479], [-3.6551, 3.5002, -1.1050], [-3.0395, -5.3403, 2.8985], [-3.1897, 2.5342, 2.4790], [-3.5251, -2.9062, 2.8348], [-1.5576, 3.0619, 1.2686], [7.7558, -0.7583, 1.5779], [-3.7685, -5.8843, 1.3821]],
  "forces_ev_per_a": [[-1.05, 0.70, 1.10], [0.42, 0.26, -0.02], [0.29, 0.97, -0.37], [0.36, 0.38, 0.25], [-0.51, -0.23, -0.60], [-0.93, -0.37, 0.52], [-0.22, -0.30, 0.41], [-3.47, -0.69, 0.67], [0.02, 0.16, -0.16], [1.55, 1.67, -1.70], [0.12, 0.05, 0.18], [1.92, 0.39, -2.96], [1.38, 0.02, 0.72], [-0.27, 0.23, 0.01], [-0.02, 0.28, 0.09], [-0.32, -0.40, -0.75], [1.21, 0.84, -1.23], [0.09, 0.48, -0.06], [-1.27, -1.20, 1.25], [-0.20, -0.17, -0.60], [0.12, 0.18, 0.01], [0.16, -0.12, 0.31], [0.88, 0.25, 0.30], [-0.10, -0.16, 0.20], [-0.29, -0.20, -0.11], [-0.18, -1.08, -0.46], [-0.12, 0.03, -0.12], [-0.31, -0.17, -0.16], [0.31, -0.79, 0.25], [0.12, -0.11, 0.14], [1.66, 0.40, -0.69], [0.67, 0.65, 0.88], [0.15, 0.08, -0.14], [-0.15, 0.02, -0.23], [-0.02, -0.41, 0.54], [-0.35, 0.58, 0.97], [-0.55, -1.34, 0.13], [-1.72, -0.35, 2.38], [0.01, 0.05, -0.43], [-0.08, 0.02, -0.05], [0.50, 0.04, 0.12], [0.47, 0.03, 0.04], [0.22, -0.06, 0.24], [-0.19, -0.25, 0.20], [0.00, -0.02, 0.01], [0.07, -0.03, -0.02], [0.04, 0.07, 0.34], [0.30, -0.15, 0.18], [0.00, -0.09, 0.16], [0.02, 0.41, -0.03], [0.07, -0.15, -0.03], [0.06, 0.08, 0.00], [0.13, -0.04, 0.01], [0.15, 0.10, -0.04], [0.33, -0.20, 0.32], [-0.15, -0.11, -0.36], [-0.03, 0.11, 0.00], [-0.02, 0.04, -0.05], [-0.06, 0.17, -0.44], [-0.05, -0.35, 0.03], [-0.03, -0.07, 0.06], [-0.05, 0.00, -0.07], [0.12, -0.09, -0.06], [-0.29, 0.08, -0.04], [-0.08, 0.02, -0.45], [-0.10, 0.18, 0.35], [-0.13, -0.27, -0.27], [-0.06, -0.02, 0.03], [0.04, -0.12, -0.09], [0.02, -0.04, -0.06], [-0.09, 0.04, 0.03], [-0.26, 0.21, 0.29], [-0.53, 0.05, 0.20], [0.10, -0.09, -0.08], [-0.12, 0.19, -0.35], [0.28, 0.12, -0.12], [-0.01, 0.00, -0.02], [-0.06, -0.23, -0.13], [-0.02, -0.14, 0.02], [0.26, -0.15, -0.37], [-0.09, 0.02, 0.02], [-0.01, 0.09, -0.02]],
  "lowdin_charge": [1.162, 0.142, 0.174, 0.130, 0.171, 0.210, 0.174, 0.210, -0.191, 0.126, -0.194, 0.167, 0.154, 0.050, 0.054, -0.080, -0.371, -0.233, -0.313, -0.407, -0.212, -0.431, -0.089, -0.096, -0.429, -0.226, -0.220, -0.267, -0.171, -0.065, -0.460, -0.395, -0.066, -0.096, -0.052, -0.231, -0.366, -0.299, 0.114, 0.089, 0.115, 0.090, 0.129, 0.066, 0.081, 0.093, 0.091, 0.088, 0.078, 0.108, 0.076, 0.089, 0.121, 0.078, 0.082, 0.131, 0.132, 0.079, 0.074, 0.102, 0.096, 0.096, 0.075, 0.056, 0.080, 0.101, 0.115, 0.080, 0.050, 0.093, 0.132, 0.076, 0.125, 0.048, 0.088, 0.082, 0.081, 0.103, 0.123, 0.090, 0.068, 0.068]
}

[2]
{
  "formula": "C2H10NOS2",
  "method": "ωB97M-V/def2-TZVPD",
  "relative_energy_ev": 0.6121,
  "e_homo_ha": -0.4790,
  "charge": 1,
  "elements": ["S", "S", "O", "N", "C", "C", "H", "H", "H", "H", "H", "H", "H", "H", "H", "H"],
  "positions_angstrom": [[-1.1853, -0.4666, -1.5665], [-1.2814, -0.5631, 0.5213], [3.2180, -1.7663, 0.1370], [1.2763, 1.0232, 0.1890], [0.2591, 1.8294, 0.9811], [-1.1461, 1.1939, 0.9776], [0.7696, 0.6317, -0.6002], [-1.8409, 1.7272, 0.3472], [1.4672, 0.1920, 0.7563], [0.2400, 2.8239, 0.5462], [2.5490, -2.4501, 0.2347], [-2.3475, -1.0958, -1.7968], [-1.5693, 1.2496, 1.9874], [0.6076, 1.8262, 2.0064], [3.8949, -2.1989, -0.3937], [2.1514, 1.4971, 0.0063]],
  "forces_ev_per_a": [[-0.02, -0.18, 0.34], [0.42, 0.06, -0.10], [-0.29, 0.12, -0.06], [-1.34, -0.76, 1.40], [-0.01, -0.21, 0.02], [-0.42, -0.23, -0.03], [0.62, 0.21, -0.83], [-0.02, 0.28, -0.28], [0.43, -0.11, -0.16], [0.02, 0.08, 0.20], [-0.06, -0.12, 0.10], [-0.08, 0.19, -0.04], [0.21, -0.03, -0.12], [0.30, 0.39, 0.01], [0.16, 0.14, -0.01], [0.10, 0.17, -0.45]],
  "nbo_charge": [-0.171, 0.121, -0.966, -0.677, -0.234, -0.583, 0.446, 0.256, 0.457, 0.240, 0.477, 0.190, 0.268, 0.233, 0.491, 0.455]
}

[3]
{
  "formula": "C3H6N2OS",
  "method": "ωB97M-V/def2-TZVPD",
  "relative_energy_ev": 1.9654,
  "e_homo_ha": -0.3200,
  "elements": ["S", "O", "N", "N", "C", "C", "C", "H", "H", "H", "H", "H", "H"],
  "positions_angstrom": [[-0.0772, -1.4274, 1.1053], [0.7040, 1.5383, -1.8750], [-0.3008, 0.8810, -0.1529], [-1.9381, 0.4497, 1.1948], [-0.8216, -0.0745, 0.6443], [1.8300, -0.4379, -1.0472], [0.7400, 0.5819, -1.1783], [1.4976, -1.5071, -0.9894], [2.4588, -0.1229, -2.0560], [-2.3694, -0.2298, 1.9446], [-0.4638, 1.8326, -0.2294], [-2.6237, 1.1678, 0.9056], [2.2849, -0.3395, -0.0674]],
  "forces_ev_per_a": [[0.02, -1.75, 0.57], [1.71, 1.00, -3.45], [3.45, -4.96, -1.70], [-3.44, -2.82, 3.88], [-0.96, 3.75, 0.29], [0.34, -0.17, -3.05], [-1.99, 1.49, 3.67], [0.14, 1.10, -0.74], [-0.98, -1.28, 2.93], [1.11, 1.97, -2.04], [-1.29, 1.77, 0.23], [1.39, -0.69, -0.45], [0.50, 0.56, -0.13]],
  "nbo_charge": [-0.205, -0.570, -0.656, -0.814, 0.248, -0.744, 0.713, 0.276, 0.247, 0.405, 0.418, 0.414, 0.268]
}

[4]
{
  "formula": "Cl2H3NSi",
  "method": "ωB97M-V/def2-TZVPD",
  "relative_energy_ev": 4.9348,
  "e_homo_ha": [-0.3850, -0.2845],
  "elements": ["Cl", "Cl", "Si", "N", "H", "H", "H"],
  "positions_angstrom": [[2.3893, 1.7789, -0.6219], [2.1259, -1.2799, 0.8187], [1.4162, 0.5421, 0.4995], [-2.0836, -0.1194, -0.4026], [-2.0832, -0.5066, 0.5395], [-1.6236, -0.8118, -0.9745], [-0.1410, 0.3967, 0.1413]],
  "forces_ev_per_a": [[1.40, 1.29, -1.86], [0.77, -1.40, -0.20], [-3.58, 0.00, 2.10], [-0.04, 0.75, 0.16], [-0.03, -0.23, 0.15], [0.20, -0.56, -0.29], [1.28, 0.16, -0.07]],
  "nbo_charge": [-0.338, -0.364, 0.898, -0.636, 0.299, 0.299, -0.158]
}